# 1
Computed, not measured: one molecule with the formula C10H13NO3, with ωB97M-V/def2-TZVPD.

```
27
Properties=species:S:1:pos:R:3:forces:R:3:nbo_charge:R:1
C -1.35784 2.99181 0.08718 0.13 0.77 -2.71 -0.633
C 0.06685 2.50821 0.17649 1.17 -0.56 -1.78 -0.061
C 1.21619 0.50411 -0.31326 1.44 -0.86 0.40 0.268
C 2.59764 0.85184 0.01144 -2.07 -1.24 -1.19 -0.254
C 3.52550 -0.15942 0.17339 -0.14 -2.33 0.71 -0.224
C 2.98760 -1.53079 0.20377 2.90 -0.50 1.02 -0.215
C 1.67544 -1.90023 0.05256 0.86 -0.86 0.87 -0.232
C 0.84206 -0.85701 -0.20486 -1.56 1.51 -0.96 0.237
C -1.52514 -0.93198 0.21910 1.76 0.39 -2.80 0.895
C -3.94727 -0.93369 0.06545 1.45 -0.62 3.27 -0.440
H -1.53453 3.59940 0.92349 -0.16 1.45 0.98 0.217
H -1.43607 3.56714 -0.89460 -0.22 -0.39 1.40 0.208
H -2.22242 2.31885 0.10438 0.87 -0.75 -0.08 0.227
H 0.25893 2.06851 1.12321 0.32 -0.01 1.11 0.192
H 0.89990 3.24007 -0.14443 -1.75 -0.33 1.09 0.181
H 2.82069 1.88583 -0.05065 0.55 0.77 0.06 0.215
H 4.65232 -0.01774 0.36850 -2.14 -0.05 -0.38 0.231
H 3.65452 -2.40407 0.48167 -0.33 1.44 -0.50 0.208
H 1.26988 -2.97608 0.21883 0.90 2.18 -0.55 0.238
H -2.42519 -1.79975 -1.40069 -1.12 1.80 2.51 0.430
H -4.13651 0.15543 0.00285 -1.00 -0.82 -0.81 0.214
H -3.65088 -0.98477 1.21416 -1.35 -0.23 -1.88 0.222
H -4.61961 -1.79046 -0.19366 -0.09 1.60 0.21 0.227
N -2.66276 -1.22356 -0.49637 2.91 -1.55 -1.88 -0.651
O 0.30185 1.42638 -0.78317 0.14 -0.76 0.77 -0.529
O -0.40764 -1.26746 -0.59610 -2.21 -0.11 0.07 -0.547
O -1.31643 -0.35325 1.24101 -1.24 0.05 1.04 -0.625
```
Positions in Å, forces in eV/Å.

Energy relative to the best compared isomer or geometry (same formula, charge and spin), kJ/mol: 250.41
E_HOMO, eV: -8.34
E_LUMO, eV: 0.82
HOMO-LUMO gap, eV: 9.2
Spin multiplicity: 1
Structure (SMILES): CCOc1ccccc1OC(=O)NC
Electronic energy, eV: -18211.455

---

# 2
Computed, not measured: an isolated ion of composition C3H6N3 and charge +1, with ωB97M-V/def2-TZVPD.

```
12
Properties=species:S:1:pos:R:3:forces:R:3:nbo_charge:R:1
C 0.47276 1.04764 0.10048 1.34 2.07 -2.81 -0.255
C 0.49632 -1.06734 0.06350 -0.41 -0.85 -0.41 -0.226
C 1.55365 -0.02112 -0.01412 -1.90 0.96 1.16 0.031
N 2.78976 0.01023 -0.64948 1.51 0.22 -1.32 0.007
N 2.85160 0.00950 0.56816 0.43 -0.28 0.49 0.028
N -0.55867 -0.00175 -0.08177 -5.12 -0.74 -1.84 -0.533
H 0.32414 1.59286 0.96306 -0.05 0.52 2.49 0.247
H 0.57365 1.92379 -0.63451 -0.73 -1.65 0.25 0.266
H 0.45589 -1.87809 -0.70907 -0.09 0.43 1.24 0.267
H 0.31828 -1.20902 1.11348 0.60 -1.90 0.44 0.235
H -1.40364 -0.14195 0.65811 2.67 0.89 -1.91 0.468
H -1.11628 -0.02486 -1.04326 1.76 0.33 2.22 0.464
```
Positions in Å, forces in eV/Å.

Energy relative to the best compared isomer or geometry (same formula, charge and spin), kJ/mol: 374.66
E_HOMO, eV: -14.92
E_LUMO, eV: -4.23
HOMO-LUMO gap, eV: 10.7
Total charge: +1
Spin multiplicity: 1
Structure (SMILES): C1[NH2+]CC12N=N2
Electronic energy, eV: -7667.493